A structure of composition C37H40N8O2RbS3. Source: OMol25; level of theory: wB97M-V/def2-TZVPD.

For the relative energy (zero: lowest compared OMol25 entry of this formula, charge and spin), the calculation gives 1.9 kcal/mol. The value obtained for the largest force on an atom is 0.26 eV Å⁻¹. Its net charge is +1. The LUMO energy is -2.38 eV. As for the HOMO energy: -0.3575 hartree. Its electronic energy is -88192.58994 eV.

Each line ends with the Löwdin charge.
Geometry (Å):
Rb -0.546 0.094 0.758  0.793
C 4.129 3.427 -3.902  -0.046
C 2.878 2.958 -3.218  -0.261
C 1.937 2.212 -3.837  -0.008
C 0.726 1.814 -3.176  -0.118
C -0.303 1.092 -3.739  -0.015
N -0.361 0.365 -4.860  0.043
C 0.746 -0.152 -5.661  -0.170
C 1.770 -0.918 -4.824  -0.146
C 1.185 -2.144 -4.107  -0.142
N 1.647 -2.236 -2.735  0.056
C 2.579 -3.044 -2.300  -0.004
C 3.055 -3.038 -0.983  -0.124
C 4.077 -3.952 -0.620  0.002
C 4.605 -3.975 0.635  -0.271
C 5.683 -4.937 1.050  -0.050
C 4.103 -3.027 1.557  0.023
C 3.115 -2.110 1.288  -0.103
C 2.783 -1.175 2.370  -0.113
N 1.951 -0.222 2.341  -0.004
C 1.858 0.589 3.546  -0.231
C 2.249 2.047 3.311  -0.164
C 1.228 2.927 2.591  -0.227
N 1.050 2.548 1.205  0.003
C 1.572 3.266 0.311  -0.112
C 1.567 2.941 -1.126  -0.094
C 2.664 3.299 -1.843  0.033
C 0.466 2.227 -1.788  -0.328
O -0.602 1.970 -1.218  -0.129
C 2.506 -2.095 -0.027  -0.300
O 1.563 -1.324 -0.348  -0.144
H 4.171 3.079 -4.933  0.077
H 5.020 3.061 -3.386  0.084
H 4.188 4.517 -3.913  0.086
H 2.086 1.957 -4.878  0.105
H -1.227 1.088 -3.167  0.143
H -1.265 -0.025 -5.065  0.143
H 1.231 0.652 -6.213  0.112
H 0.302 -0.810 -6.409  0.129
H 2.197 -0.254 -4.074  0.099
H 2.595 -1.212 -5.476  0.123
H 1.444 -3.070 -4.622  0.126
H 0.096 -2.085 -4.081  0.123
H 1.309 -1.601 -1.987  0.115
H 3.001 -3.746 -3.016  0.146
H 4.440 -4.645 -1.373  0.122
H 5.982 -5.573 0.218  0.076
H 5.346 -5.587 1.860  0.083
H 6.572 -4.412 1.404  0.083
H 4.538 -3.015 2.553  0.125
H 3.375 -1.357 3.281  0.120
H 2.501 0.176 4.337  0.109
H 0.827 0.540 3.914  0.093
H 3.203 2.079 2.777  0.119
H 2.429 2.500 4.290  0.114
H 1.518 3.982 2.689  0.114
H 0.258 2.819 3.088  0.100
H 2.147 4.168 0.573  0.133
H 3.445 3.862 -1.339  0.129
N -5.508 -0.946 -0.157  0.175
C -5.616 0.317 -0.704  -0.186
C -6.692 1.051 -1.189  -0.020
C -6.410 2.312 -1.678  -0.090
C -5.103 2.825 -1.685  -0.084
C -4.036 2.092 -1.204  -0.004
C -4.307 0.817 -0.707  -0.220
N -3.440 -0.121 -0.177  0.124
C -4.183 -1.146 0.133  -0.308
C -3.678 -2.373 0.743  -0.363
C -4.429 -3.409 1.217  -0.345
S -3.409 -4.622 1.848  1.046
C -2.055 -3.640 1.494  -0.458
N -2.322 -2.515 0.911  -0.004
H -6.256 -1.597 -0.004  0.156
H -7.703 0.662 -1.187  0.109
H -7.216 2.921 -2.064  0.103
H -4.934 3.820 -2.076  0.102
H -3.022 2.472 -1.202  0.097
H -5.501 -3.512 1.225  0.075
H -1.049 -3.954 1.734  0.086
S -2.877 -0.222 3.263  0.621
C -2.982 0.524 4.729  -1.157
N -3.988 0.395 5.605  -0.070
C -4.036 1.340 6.711  -0.223
C -2.580 1.701 6.986  -0.418
S -1.778 1.634 5.357  0.928
H -4.801 -0.123 5.311  0.137
H -4.503 0.879 7.580  0.124
H -4.610 2.226 6.427  0.123
H -2.110 0.980 7.652  0.082
H -2.485 2.697 7.408  0.081



A structure of composition C19H47BGaN2O4P at a distorted geometry. Source: OMol25; level of theory: wB97M-V/def2-TZVPD.

The value obtained for the largest force on an atom is 6.34 eV Å⁻¹. Its net charge is -2. The LUMO energy is 3.84 eV. As for the HOMO energy: -0.0043 hartree. Its electronic energy is -93971.50705 eV.

Each line ends with the Löwdin charge.
Geometry (Å):
C -2.000 2.337 -1.249  -0.231
C -0.920 1.130 -0.998  -0.502
P -1.132 -0.331 -2.269  0.706
C -2.914 -0.407 -2.951  -0.471
Ga -0.605 -2.241 -0.973  0.281
C -2.237 -2.642 0.230  -0.278
C -3.581 -3.162 -0.590  -0.337
O -3.807 -4.607 -0.393  -0.188
B 0.085 -3.846 -2.087  -0.444
C -0.862 -5.169 -2.445  -0.140
O 1.493 -3.904 -2.620  -0.096
C 0.967 -1.620 0.287  -0.513
O 0.992 -1.931 1.591  -0.260
O 2.047 -0.793 -0.341  -0.389
H -3.106 1.966 -1.391  0.045
H -1.991 3.009 -0.279  0.051
H -1.628 2.926 -2.211  0.070
H -1.008 0.651 0.090  0.067
H 0.192 1.481 -1.124  0.069
H -3.280 0.709 -3.165  0.011
H -3.695 -0.915 -2.239  0.002
H -3.002 -0.955 -4.006  0.033
H -2.500 -1.647 0.830  0.049
H -1.976 -3.445 1.059  0.060
H -3.319 -3.022 -1.741  0.083
H -4.490 -2.484 -0.249  0.101
H -3.679 -5.044 -1.299  0.079
H -1.758 -4.753 -3.097  0.062
H -1.217 -5.737 -1.472  0.067
H -0.218 -5.912 -3.111  0.049
H 1.995 -4.536 -2.026  0.085
C 5.866 -3.381 -3.312  -0.093
C 6.881 -3.102 -2.207  -0.284
N 6.867 -1.715 -1.738  -0.197
C 8.037 -1.361 -0.929  -0.268
C 8.220 -2.086 0.400  -0.106
C 5.587 -1.208 -1.243  -0.237
C 4.915 -1.970 -0.106  -0.084
H 5.980 -2.675 -4.141  0.075
H 6.016 -4.391 -3.710  0.063
H 4.837 -3.325 -2.945  0.069
H 7.871 -3.326 -2.625  0.105
H 6.721 -3.810 -1.386  0.093
H 8.037 -0.280 -0.744  0.105
H 8.934 -1.539 -1.536  0.096
H 7.504 -1.745 1.152  0.055
H 9.220 -1.878 0.797  0.058
H 8.132 -3.172 0.297  0.063
H 4.885 -1.172 -2.085  0.110
H 5.699 -0.157 -0.945  0.115
H 4.876 -3.047 -0.287  0.065
H 3.881 -1.624 0.004  0.034
H 5.410 -1.794 0.850  0.050
C -5.005 6.752 1.693  -0.101
C -5.197 5.280 2.047  -0.274
N -3.951 4.597 2.399  -0.186
C -4.071 3.136 2.418  -0.248
C -5.010 2.519 3.449  -0.093
C -3.180 5.175 3.500  -0.249
C -3.881 5.343 4.845  -0.097
H -4.244 6.877 0.916  0.080
H -5.944 7.169 1.313  0.066
H -4.714 7.346 2.565  0.059
H -5.628 4.797 1.160  0.119
H -5.946 5.196 2.842  0.092
H -3.076 2.691 2.536  0.120
H -4.403 2.811 1.423  0.110
H -4.597 2.572 4.459  0.053
H -5.158 1.458 3.222  0.077
H -5.997 2.991 3.447  0.062
H -2.819 6.161 3.184  0.099
H -2.262 4.592 3.653  0.120
H -4.863 5.815 4.750  0.062
H -3.276 5.985 5.494  0.068
H -4.000 4.391 5.363  0.052



net charge of number 2 (C19H47BGaN2O4P)?
-2